173
Properties=species:S:1:pos:R:3:forces:R:3 method="wB97M-V/def2-TZVPD" total_energy_ha=-3236.27147 charge=0 gap_ha=0.21499
Cd 0.58686 1.28892 1.91926 1.394 -2.466 -0.651
C 3.19707 -1.91110 1.14084 0.283 0.519 -0.143
C 3.20833 -1.75969 2.68458 0.076 -1.025 -1.227
C 4.25321 -2.72676 3.28793 0.698 0.733 0.039
C 5.65438 -2.23422 3.01709 0.646 -0.168 -0.413
C 5.86778 -0.89447 3.71179 -0.712 -1.364 -0.304
C 4.83176 0.17046 3.27355 -0.768 -0.265 -0.433
N 3.45390 -0.39100 3.11243 0.230 -0.740 1.951
O 2.47530 0.52263 2.69309 1.007 0.211 0.035
C 5.26340 0.79497 1.95858 0.572 1.453 0.124
C 4.83566 1.20586 4.42791 0.072 -0.672 -0.195
C 1.85450 -2.29459 3.17299 -0.630 1.492 1.331
H 2.58990 -1.12665 0.68060 -0.526 -0.244 0.271
H 2.82463 -2.90132 0.87185 -0.010 0.044 -0.215
H 4.17402 -1.73870 0.67823 0.227 -0.392 0.273
H 4.26127 -3.76467 2.94859 -0.919 0.092 -0.354
H 4.12713 -2.76117 4.37520 -0.171 0.031 0.051
H 5.87251 -2.21298 1.94435 -0.184 0.184 -0.050
H 6.34153 -2.99424 3.40368 0.207 0.220 0.153
H 6.89502 -0.55552 3.57923 -0.098 0.332 0.041
H 5.73302 -1.24678 4.73918 -0.003 0.964 0.381
H 5.18412 0.18562 1.06000 -0.027 -0.272 0.192
H 6.28244 1.18900 2.04836 0.154 -0.254 -0.118
H 4.66631 1.69823 1.82158 -0.223 -0.182 -0.167
H 4.26611 2.12646 4.30816 -0.203 -0.179 -0.370
H 5.86961 1.47971 4.64932 0.022 0.034 0.066
H 4.43424 0.62122 5.25661 -0.014 0.379 0.289
H 0.97789 -1.87396 2.67405 0.293 -0.297 -0.649
H 1.70614 -1.88522 4.18288 0.329 -0.231 0.285
H 1.81262 -3.37643 3.28809 0.025 -0.067 -0.461
C -0.70689 -3.09915 0.69960 0.683 -0.399 0.287
C -0.68143 -2.40013 -0.67260 -1.073 -0.996 -0.294
C -1.95084 -2.96028 -1.36497 -0.206 0.222 -0.290
C -2.35626 -2.20837 -2.64197 0.022 -0.277 -0.263
C -2.38877 -0.70353 -2.37751 -0.693 -0.519 0.193
C -1.14876 -0.10407 -1.64506 -0.822 -0.378 0.003
N -0.80978 -0.95449 -0.51187 -0.768 -0.136 1.378
O 0.07722 -0.42375 0.49412 -0.133 -0.258 -1.266
C -1.65095 1.22416 -1.11985 -0.064 1.420 -1.303
C -0.06943 0.14650 -2.67938 1.225 -0.473 -1.399
C 0.47500 -2.95984 -1.54113 1.421 1.658 1.231
H -0.90611 -4.15932 0.51476 -0.028 -0.053 0.017
H -1.46493 -2.75782 1.40879 -0.297 0.377 -0.433
H 0.21581 -3.06942 1.28188 0.149 0.201 -0.481
H -2.78966 -2.97629 -0.66220 -0.047 0.409 0.006
H -1.76018 -4.02297 -1.53273 0.046 0.007 -0.361
H -3.32234 -2.58729 -2.99604 -0.369 0.340 0.369
H -1.79198 -2.42705 -3.55480 0.815 -0.079 0.443
H -3.28352 -0.51600 -1.77450 0.165 0.038 0.352
H -2.62634 -0.16778 -3.30034 0.480 0.124 -0.101
H -0.84388 1.80754 -0.68966 -0.300 -0.148 0.405
H -2.59115 1.25621 -0.56972 0.447 -0.654 0.742
H -1.97741 1.81267 -1.99197 0.323 -0.037 -0.262
H 0.92870 0.46065 -2.37330 -0.343 0.329 0.744
H -0.38005 0.83013 -3.47581 -0.240 0.305 0.299
H 0.19843 -0.74239 -3.26308 -0.434 -0.297 0.210
H 0.43278 -2.62407 -2.57506 -0.286 -0.448 -0.096
H 0.68590 -4.02155 -1.42329 -0.485 -0.121 -0.172
H 1.36470 -2.46254 -1.13083 0.190 -0.077 -0.141
C -2.46185 2.75493 1.70620 0.081 -1.070 0.707
O -1.04665 2.62558 1.53106 -1.124 2.753 -1.808
C -0.54826 3.85669 0.94544 0.554 1.104 0.700
C 0.73867 3.74740 0.05995 -1.073 -0.738 -0.235
N 1.41185 2.43512 0.21795 1.428 0.893 -1.744
C 2.88022 2.53548 -0.07835 -0.395 0.006 0.687
C 3.19073 2.93410 -1.52989 -0.084 0.204 1.369
O 2.12742 2.49023 -2.37582 1.918 0.562 0.243
C 2.55109 2.75121 -3.68201 -0.763 -1.064 -2.313
H -2.95428 3.05578 0.78318 0.021 0.013 0.017
H -2.70403 3.43852 2.52450 0.159 0.247 -0.123
H -2.76725 1.75587 2.01820 -0.363 0.057 -0.226
H -0.42400 4.54681 1.78594 0.509 -0.124 0.161
H -1.27514 4.42383 0.35758 -0.502 -0.819 -0.255
H 1.40475 4.60482 0.16303 0.032 -0.093 0.509
H 0.40899 3.77313 -0.98173 -0.059 0.281 0.006
H 1.12165 1.97313 -0.64312 -0.470 -0.825 0.549
H 3.40783 1.59722 0.07975 -0.756 -0.353 0.378
H 3.27771 3.19357 0.69574 0.326 0.312 -0.385
H 4.14545 2.44163 -1.73091 -0.090 -0.081 -0.591
H 3.37806 4.00860 -1.62343 -0.346 0.118 -0.263
H 3.40962 2.20632 -4.09901 0.697 0.030 1.196
H 2.70080 3.80348 -3.93204 -0.252 0.129 0.301
H 1.83312 2.28046 -4.36144 -0.628 0.633 0.190
C 1.80778 4.10090 3.45345 0.295 -0.683 0.026
O 0.96857 2.95827 3.55089 -0.564 0.644 0.087
C 0.87491 2.43165 4.87692 1.062 -0.643 -0.592
C -0.16163 1.31706 4.96687 -1.711 2.176 0.273
N -0.26585 0.46242 3.74693 -0.651 -0.616 4.014
C -1.59930 -0.21606 3.75375 0.517 -0.851 -1.627
C -1.66572 -1.55155 4.44344 -0.095 -0.318 0.137
O -1.51529 -1.35560 5.83123 0.150 0.428 -0.027
C -1.79609 -2.46082 6.63568 -0.427 -0.310 0.160
H 1.60023 4.61652 2.51909 -0.321 0.114 0.117
H 2.85669 3.79881 3.38462 0.072 -0.076 0.330
H 1.64614 4.73851 4.32326 0.083 0.255 -0.125
H 0.63263 3.27904 5.52101 0.013 -0.285 0.412
H 1.85045 1.98508 5.09726 0.128 0.318 0.267
H -1.12817 1.80174 5.15780 -0.121 0.117 -0.624
H -0.09044 0.79018 5.92148 0.702 -0.482 -0.299
H 0.38450 -0.22019 4.14397 0.295 -0.595 -1.550
H -1.77790 -0.43761 2.69677 -0.297 0.030 0.050
H -2.43904 0.37912 4.11056 0.371 0.469 0.106
H -0.94577 -2.30536 4.10023 0.236 0.368 -0.235
H -2.65011 -1.96568 4.18343 -0.143 -0.037 0.283
H -1.95323 -2.05730 7.63581 0.001 -0.280 0.053
H -1.01519 -3.23044 6.66474 0.266 0.242 -0.102
H -2.70533 -2.96912 6.29085 -0.126 0.094 0.119
C -0.65296 3.51173 -4.88253 1.621 0.570 -0.832
O -1.51695 4.46870 -5.43221 -1.296 -0.817 -0.371
C -1.27662 5.80441 -5.08826 0.730 0.432 0.683
C -2.60790 6.52177 -5.00310 -0.634 -0.787 -0.276
N -3.48211 5.90265 -3.98601 0.913 0.400 0.551
C -2.87135 6.01911 -2.64398 -1.310 -0.052 -0.155
C -3.94547 5.95162 -1.54044 1.361 1.190 -0.173
O -4.10850 4.68872 -0.97157 -0.322 0.160 0.620
C -4.63765 3.70876 -1.82777 -0.146 -0.252 -0.245
H -0.66403 2.52864 -5.35710 -1.165 0.047 -0.078
H -0.74746 3.40540 -3.79942 0.160 0.109 0.056
H 0.34351 3.82269 -5.22730 0.358 0.080 0.940
H -0.54165 6.26878 -5.75616 -0.233 0.025 -0.342
H -0.81046 5.88146 -4.09782 0.085 -0.237 0.078
H -3.11513 6.45682 -5.96810 -0.004 0.005 -0.009
H -2.50617 7.58071 -4.76646 0.196 -0.012 0.063
H -3.50430 4.89642 -4.11326 -0.222 0.077 -0.795
H -2.37554 6.98335 -2.51587 0.072 0.011 -0.355
H -2.13895 5.22530 -2.45722 0.131 0.070 0.178
H -4.86999 6.45066 -1.84475 -0.188 -0.473 -0.338
H -3.50691 6.65235 -0.82032 -0.370 -0.621 0.816
H -5.00599 2.89654 -1.20159 0.278 -0.123 -0.029
H -3.86088 3.35181 -2.51342 -0.076 -0.226 -0.002
H -5.49365 4.03570 -2.42732 0.070 0.379 0.060
C -4.54978 -1.53079 0.73029 -0.947 -0.744 -0.319
O -3.55882 -0.60553 1.02238 0.189 0.797 0.950
H -5.49369 -1.27454 1.22057 0.125 0.698 -0.115
H -4.74909 -1.58894 -0.34303 -0.062 -0.139 0.023
H -4.42819 -2.54868 1.12665 0.792 -0.048 -0.203
H -2.73878 -0.68609 0.50596 0.179 -0.615 -0.355
C 2.61510 -1.00962 -6.03022 0.511 1.070 0.767
O 3.84045 -1.70384 -6.18888 -0.504 -0.129 -0.042
H 1.71803 -1.55538 -5.72477 0.197 -0.716 -0.389
H 2.72419 -0.27918 -5.21847 0.026 0.176 0.004
H 2.41057 -0.41006 -6.91584 -0.051 -0.302 -0.235
H 4.22487 -1.83319 -5.29920 -0.358 0.024 -0.396
C -0.29030 -6.74202 -2.80045 0.370 -0.761 0.437
O -0.42409 -8.17237 -2.78997 -0.225 0.230 0.117
H -0.90660 -6.27507 -3.56740 0.217 -0.006 -0.248
H -0.51557 -6.24652 -1.85310 -0.177 -0.296 0.183
H 0.78311 -6.63717 -2.94040 -0.096 0.613 -0.457
H -1.17688 -8.46500 -2.27034 -0.091 0.246 -0.013
C -0.67303 -5.16458 3.68553 -0.141 -0.491 0.972
O -1.20361 -6.39411 4.21159 0.115 0.159 -0.090
H -1.39459 -4.74836 2.98429 0.347 0.113 -0.256
H -0.51214 -4.46654 4.51074 -0.055 0.181 -0.144
H 0.31588 -5.37248 3.28139 -0.186 0.085 -0.493
H -1.47107 -6.22895 5.11712 -0.067 -0.108 0.010
C -8.24648 -4.48541 -1.43087 0.283 0.536 -1.465
C -6.79434 -4.67829 -1.87725 -0.052 -0.409 1.586
O -6.15396 -3.43138 -1.65768 0.181 0.236 -0.539
H -8.62629 -3.65473 -2.03417 -0.134 -0.118 -0.178
H -8.38848 -4.11421 -0.41895 0.310 -0.637 0.262
H -8.82251 -5.36617 -1.71095 -0.177 -0.025 0.497
H -6.70370 -5.10097 -2.88151 -0.212 0.580 -0.297
H -6.29584 -5.42272 -1.24299 -0.137 -0.102 0.114
H -5.23581 -3.47377 -1.94534 -0.017 -0.057 0.028
C 3.59114 -0.57992 -2.41378 -1.305 0.247 -1.097
C 4.56249 -1.73073 -2.39118 1.070 1.172 1.388
O 4.58648 -2.31846 -3.67451 -0.302 -0.324 0.026
H 3.82361 0.15697 -3.18754 0.457 -0.066 0.019
H 3.35890 -0.00860 -1.51601 0.562 -0.460 0.424
H 2.61634 -0.95352 -2.74185 -0.018 -0.195 0.131
H 4.36631 -2.36864 -1.52504 -0.526 -0.640 -0.554
H 5.55481 -1.33797 -2.13349 0.168 0.052 -0.305
H 5.06058 -3.15348 -3.71170 0.054 0.017 0.338